Record 1
{"formula": "C5H6O2", "method": "ωB97M-V/def2-TZVPD", "elements": ["O", "C", "C", "C", "C", "C", "O", "H", "H", "H", "H", "H", "H"], "xyz": [[2.050, -1.497, -0.646], [1.622, -0.365, -0.577], [0.202, -0.057, -0.312], [-1.102, -1.104, 1.383], [-0.783, -1.091, -0.067], [-0.234, 1.323, -0.105], [-1.448, 1.551, 0.253], [2.276, 0.517, -0.726], [-0.961, -0.092, 1.804], [0.563, 1.519, 0.715], [-1.774, -0.606, -0.305], [-0.659, -2.070, -0.527], [0.248, 1.972, -0.891]], "de_lowest_kcal_mol": 181.7, "largest_force_ev_per_a": 0.6, "e_homo_ev": [-9.17, -9.16], "lumo_ev": [-2.35, -2.35], "e_tot_ha": -344.31241}

Record 2
{"formula": "C3H3CeO", "method": "ωB97M-V/def2-TZVPD", "elements": ["C", "C", "H", "H", "C", "O", "Ce", "H"], "xyz": [[0.780, 0.734, -0.853], [-0.255, 0.158, -1.340], [1.556, 1.490, -0.896], [-0.876, -0.045, -2.206], [0.024, -0.372, 0.318], [-0.394, 0.208, 1.442], [-1.571, -0.953, 3.201], [0.737, -1.220, 0.335]], "largest_force_ev_per_a": 6.3, "e_homo_ev": [-10.66, -10.71], "lumo_ev": [-5.37, -5.57], "s2": 2.0068, "charge": 1, "e_tot_ha": -665.96335, "multiplicity": 3}